Molecular formula: C9H14N
Method: DFT, ωB97M-V/def2-TZVPD

```
! wB97M-V def2-TZVPD RIJCOSX def2/J DEFGRID3
* xyz 1 1
C 0.58 0.18 0.84
C -0.55 -0.64 0.35
C -0.03 1.53 1.24
C 1.88 0.37 0.18
C -0.54 1.52 -0.15
C 0.75 0.77 -0.65
C -0.72 -2.07 0.40
C 2.85 -0.66 -0.42
C -2.72 0.25 -0.66
N -1.40 0.29 -0.14
H -0.85 1.44 1.97
H 0.85 2.14 1.53
H 2.41 1.28 0.53
H -0.99 2.34 -0.71
H 0.60 0.21 -1.65
H 0.35 -2.31 0.36
H -1.51 -2.61 -0.25
H -1.02 -2.45 1.33
H 3.45 -1.12 0.51
H 3.44 -0.11 -1.19
H 2.28 -1.35 -1.04
H -2.75 1.25 -1.22
H -2.97 -0.52 -1.31
H -3.40 0.27 0.11
*
```

Molecular formula: C9H14N
Method: DFT, ωB97M-V/def2-TZVPD

```
! wB97M-V def2-TZVPD RIJCOSX def2/J DEFGRID3
* xyz 1 1
C -2.54 2.46 0.40
C -3.47 3.33 0.52
C -1.36 -1.44 1.80
C -2.38 -0.42 2.01
C -0.96 -0.52 0.65
C 2.81 0.09 -1.32
C -0.16 -0.45 -0.41
C 2.28 -1.19 -0.55
C 0.84 -1.53 -0.84
N -1.99 0.36 1.07
H -1.65 2.17 -0.13
H -3.26 4.20 -0.22
H -0.52 -1.53 2.44
H -1.64 -2.56 1.50
H -3.26 -0.19 2.65
H 3.78 0.01 -1.38
H 2.45 1.11 -0.89
H 2.33 -0.09 -2.33
H -4.40 3.28 1.25
H -0.12 0.31 -1.08
H 2.50 -0.97 0.41
H 2.83 -2.08 -0.68
H 0.84 -1.60 -2.05
H 0.55 -2.34 -0.32
*
```

Molecular formula: C9H14N2O
Method: DFT, ωB97M-V/def2-TZVPD

```
! wB97M-V def2-TZVPD RIJCOSX def2/J DEFGRID3
* xyz 2 1
C -0.62 -0.02 0.19
C -1.98 0.29 0.49
C -0.46 2.09 -0.95
C 0.33 0.71 -0.54
C -2.02 1.63 0.71
C -1.70 -2.11 0.63
C -1.27 -0.78 2.56
C 2.04 -1.01 -0.89
C 2.44 1.32 -1.66
N -1.44 -0.80 1.13
N 1.53 0.35 -0.99
O -1.38 2.49 0.02
H 0.20 3.00 -1.17
H -0.95 1.81 -1.91
H -2.19 -2.12 -0.29
H -1.05 -2.98 0.63
H -2.41 -2.55 1.29
H -0.71 0.01 2.95
H -2.25 -0.64 2.97
H -0.86 -1.76 2.94
H 3.03 -1.00 -0.26
H 1.35 -1.71 -0.53
H 2.15 -1.02 -1.92
H 3.07 1.10 -2.58
H 1.86 2.17 -1.88
H 3.30 1.53 -0.96
*
```

Molecular formula: C9H14N2O2
Method: DFT, ωB97M-V/def2-TZVPD

## Properties
SMILES: O=c1cc[nH]c(=O)[nH]1.C1CCCC1

```
! wB97M-V def2-TZVPD RIJCOSX def2/J DEFGRID3
* xyz 0 1
C 0.03 -0.62 1.79
C -1.36 0.13 1.88
C -2.41 -1.03 1.84
C -1.54 -2.37 2.00
C -0.09 -2.00 2.41
C 2.73 1.74 -2.23
C 2.05 2.77 -3.07
C 0.77 2.34 -3.45
C 0.52 0.38 -2.00
H 0.28 -0.59 0.78
H 0.86 -0.07 2.44
H -1.83 0.91 1.23
H -1.15 0.25 2.99
H -2.88 -1.30 0.95
H -3.13 -0.92 2.71
H -1.44 -2.90 0.99
H -1.95 -3.20 2.71
H 0.80 -2.55 1.94
H 0.09 -2.22 3.62
H 2.40 -0.03 -1.10
H 2.49 3.74 -3.31
H 0.13 3.00 -3.99
H -1.02 1.33 -3.07
N 1.82 0.69 -1.60
N 0.04 1.42 -2.95
O 3.88 1.60 -1.99
O -0.12 -0.50 -1.49
*
```

Molecular formula: C9H14N2O5S
Method: DFT, ωB97M-V/def2-TZVPD

## Properties
SMILES: C=COC(=O)N[C@@H](CSCNC(C)=O)C(=O)O

```
! wB97M-V def2-TZVPD RIJCOSX def2/J DEFGRID3
* xyz 0 1
O 0.81 -0.87 1.01
O -2.75 -0.75 -3.48
O -2.61 0.52 2.22
O -1.43 2.08 3.44
O 2.76 0.31 1.68
S 0.21 1.49 -1.41
C 1.38 0.16 1.47
C -1.90 -1.22 -2.77
C -1.70 1.32 2.39
C 4.80 -0.73 1.87
C 3.50 -0.86 1.58
N -0.65 -0.65 -2.49
N 0.69 1.29 1.65
C -2.26 -2.53 -2.16
C -0.32 0.68 -2.98
C -1.06 1.04 -0.18
C -0.69 1.62 1.22
H -2.08 1.84 4.06
H 5.51 -1.58 1.79
H 5.27 -0.02 2.50
H 3.15 -1.79 1.13
H -0.25 -0.90 -1.57
H 1.22 2.11 2.10
H -2.64 -2.43 -1.21
H -3.07 -3.07 -2.73
H -1.34 -3.08 -2.20
H -1.02 1.25 -3.63
H 0.50 0.72 -3.68
H -2.00 1.41 -0.58
H -1.27 -0.03 -0.13
H -0.78 2.66 1.08
*
```

Molecular formula: C9H14N2S
Method: DFT, ωB97M-V/def2-TZVPD

## Properties
SMILES: Cc1csc2c1N(C)N(C)CC2

```
! wB97M-V def2-TZVPD RIJCOSX def2/J DEFGRID3
* xyz 0 1
C 2.97 0.31 -0.04
C 1.84 1.04 -0.14
C 0.75 0.19 -0.04
C 1.01 -1.14 0.17
C 0.02 -2.24 0.09
C -1.28 -1.75 0.61
C 1.90 2.51 -0.43
C -1.19 1.24 1.37
C -2.10 -0.70 -1.53
N -0.91 0.69 0.03
N -1.67 -0.50 -0.08
S 2.66 -1.38 0.17
H 4.02 0.51 -0.12
H -0.15 -2.59 -0.99
H 0.43 -3.10 0.62
H -2.20 -2.41 0.35
H -1.25 -1.64 1.71
H 1.32 3.02 0.45
H 2.90 2.91 -0.43
H 1.28 2.87 -1.32
H -0.70 0.80 2.20
H -0.81 2.39 1.38
H -2.27 1.19 1.65
H -3.12 -0.93 -1.64
H -1.94 0.23 -2.11
H -1.52 -1.52 -1.94
*
```

Molecular formula: C9H14N2S
Method: DFT, ωB97M-V/def2-TZVPD

## Properties
SMILES: C=C(C)C1CC1.Sc1ncc[nH]1

```
! wB97M-V def2-TZVPD RIJCOSX def2/J DEFGRID3
* xyz 0 1
C -1.71 -1.41 2.16
C -1.52 -0.18 1.56
C -1.82 -1.57 -0.01
C 1.80 -0.78 0.33
C 2.49 0.54 0.45
C 1.00 0.50 0.18
C 0.34 0.54 -2.19
C 0.06 2.61 -0.83
C 0.49 1.18 -1.00
N -1.93 -2.29 1.12
N -1.58 -0.34 0.24
S -1.79 -2.39 -1.56
H -1.53 -1.92 3.13
H -1.43 0.82 1.93
H 2.08 -1.35 -0.56
H 1.65 -1.31 1.26
H 2.82 0.93 1.54
H 3.07 1.01 -0.29
H 0.33 0.58 1.09
H 0.95 -0.36 -2.32
H 0.00 1.00 -2.99
H -1.20 -1.29 -2.16
H -0.67 2.59 0.02
H 0.91 3.11 -0.48
H -0.45 2.97 -1.72
H -2.35 -3.21 1.14
*
```

Molecular formula: C9H14N3
Method: DFT, ωB97M-V/def2-TZVPD

## Properties
SMILES: C1=C\C2=NNC[C@H]2C/[NH+]=C\CC/1

```
! wB97M-V def2-TZVPD RIJCOSX def2/J DEFGRID3
* xyz 1 1
C -0.77 -0.31 -2.18
C -0.25 0.91 -2.23
C -1.22 -0.94 -0.80
C -0.73 -2.30 -0.27
C 0.49 1.71 1.37
C 1.40 -0.53 0.41
C 1.02 0.95 0.16
C -0.24 -2.16 1.08
C 0.11 1.57 -0.95
N 0.08 2.91 0.74
N -0.31 2.67 -0.56
N 0.55 -1.21 1.42
H -1.14 -0.76 -3.08
H -0.31 1.62 -3.02
H -1.08 -0.28 0.00
H -2.33 -1.04 -0.74
H -1.55 -2.96 -0.16
H 0.00 -2.82 -0.92
H -0.37 1.13 1.86
H 1.14 1.94 2.15
H 1.43 -1.07 -0.57
H 2.33 -0.46 0.89
H 1.98 1.43 -0.14
H -0.70 -2.67 1.93
H 0.88 -0.97 2.33
H -0.41 3.62 1.25
*
```

ΔE to the lowest compared entry with this formula, charge and spin values (in eV) by entry order: 5.304 7.708 6.770 3.096 0.028 3.740 3.611 3.370.